# 1
ORCA calculation (the ωB97M-V functional and the def2-TZVPD basis) on C58H65CaN9O4P2 as an isolated structure.

The LUMO energy comes out at -0.248 eV. The calculation puts the HOMO energy at -6.90 eV. The energy above the lowest of the compared OMol25 structures with the same formula, charge and spin comes out at 0.0 kcal/mol.

```
! RIJCOSX wB97M-V def2-TZVPD def2/J DEFGRID3
* xyz 0 1
Ca -0.380 -1.199 -0.850
P 1.764 1.356 1.293
P -1.393 0.869 2.337
O -0.140 1.020 -1.366
O -3.498 -1.465 -4.204
O -3.127 -3.010 2.383
O -1.248 -3.041 -1.812
N -2.750 -1.311 -0.674
N 1.750 -2.622 -1.053
N -0.277 -0.705 -3.300
N 0.519 0.462 -3.511
N 2.388 1.220 3.963
N -1.680 -0.326 -3.363
N 3.649 -5.866 -2.873
N -0.279 1.258 4.790
N -1.193 -2.354 1.428
C 1.180 -1.639 -5.156
C -1.044 2.382 -5.586
C 2.546 4.128 -3.784
C 0.083 -2.439 4.627
C -1.889 1.803 -4.646
C 0.442 1.256 -2.475
C 2.045 5.191 -3.042
C 3.557 0.909 1.006
C 1.031 4.969 -2.123
C 3.044 -4.806 -2.250
C -2.528 2.624 -3.725
C 1.885 3.193 1.253
C -2.465 -2.282 1.459
C 2.774 -2.454 -1.895
C 2.450 -2.234 4.999
C -3.540 -0.131 -4.685
C 1.017 2.626 -2.680
C 1.431 1.207 7.999
C 0.529 3.689 -1.935
C 1.617 -3.067 2.905
C 3.703 1.000 -0.522
C 2.026 2.856 -3.613
C -1.873 3.161 0.817
C 0.303 -2.935 3.347
C 1.147 -2.079 5.444
C 3.098 1.149 6.253
C -3.804 2.094 1.899
C -1.842 -2.857 -3.037
C 1.365 -3.881 -0.828
C -2.215 3.445 3.291
C -2.483 0.058 3.580
C 2.071 1.208 5.285
C -0.794 -2.815 -4.132
C -0.804 -3.388 2.413
C -3.359 -1.651 0.456
C -2.600 -1.455 -3.106
C 2.681 -2.732 3.726
C 4.614 1.797 1.659
C -4.740 -1.684 0.564
C -2.138 -3.805 3.060
C -2.332 2.488 2.109
C -2.085 0.308 -4.627
C -2.850 -3.978 -3.308
C -4.814 -1.305 -1.806
C -2.323 3.997 -3.742
C -1.480 4.566 -4.684
C 1.970 -4.990 -1.375
C 3.756 -0.540 1.443
C 0.729 1.261 5.700
C 1.410 1.237 3.095
C 0.423 1.267 7.079
C 0.020 -1.769 -4.220
C 3.444 -3.490 -2.507
C 0.026 1.217 3.518
C -3.419 -1.264 -1.820
C 2.780 1.146 7.581
C -5.469 -1.436 -0.592
C -0.840 3.752 -5.609
H -3.296 -3.928 -4.301
H -1.199 3.832 3.386
H -1.574 -0.154 -5.482
H 4.256 -3.278 -3.190
H 0.921 3.646 1.461
H -2.315 -4.921 -3.192
H 3.339 4.295 -4.503
H -5.361 -1.273 -2.736
H 0.497 -4.009 -0.195
H 3.278 -1.966 5.642
H 2.993 -1.195 1.014
H -4.352 2.965 1.532
H -2.777 0.716 4.396
H 0.889 -1.123 -6.075
H -3.370 -0.326 3.079
H 4.499 1.822 2.741
H 4.122 1.110 5.905
H 3.496 -6.786 -2.500
H 2.445 6.188 -3.182
H 1.590 -5.979 -1.156
H -3.645 -3.956 -2.559
H 1.553 -2.629 -5.421
H -0.400 -4.231 1.846
H -2.475 2.964 4.235
H 1.808 -3.452 1.910
H -3.159 2.192 -2.956
H -1.306 5.634 -4.689
H -0.164 4.184 -6.336
H 3.565 1.101 8.325
H 0.630 5.795 -1.547
H -2.532 4.006 0.594
H -0.620 1.309 7.367
H 5.608 1.404 1.425
H -4.281 1.766 2.822
H 4.548 -5.717 -3.296
H 4.674 0.591 -0.819
H 3.695 -2.863 3.370
H 3.716 -0.622 2.528
H 1.202 1.206 9.056
H 1.980 -1.053 -4.710
H -2.208 -3.605 4.126
H 3.652 2.029 -0.881
H -6.551 -1.438 -0.560
H -1.938 -0.783 4.004
H -2.886 4.297 3.146
H -5.220 -1.951 1.494
H -0.864 3.553 0.895
H -2.815 4.621 -3.006
H 3.067 -1.430 -2.096
H 4.576 2.818 1.277
H -3.950 -0.128 -5.693
H 2.187 3.511 0.255
H -1.897 2.462 -0.021
H -3.906 1.301 1.152
H -0.251 3.495 -1.214
H 2.600 3.562 1.989
H -0.920 -2.328 5.017
H -2.376 -4.852 2.878
H 2.919 0.438 -1.035
H -4.169 0.493 -4.038
H -0.658 -3.675 -4.777
H 0.954 -1.682 6.433
H -0.519 1.741 -6.283
H 2.386 2.022 -4.202
H 4.734 -0.896 1.104
*
```

Atomic partial charges in e from the Mulliken method, atoms 1 to 99:
1. Ca 2.09
2. P 1.93
3. P 1.93
4. O -0.66
5. O -0.60
6. O -0.48
7. O -0.52
8. N 2.02
9. N 0.70
10. N 1.26
11. N -1.47
12. N 0.03
13. N 1.19
14. N -0.51
15. N 0.18
16. N 0.71
17. C -1.60
18. C -0.15
19. C -0.88
20. C -0.24
21. C 0.38
22. C -0.57
23. C -0.67
24. C 2.35
25. C -0.72
26. C 0.64
27. C -0.19
28. C -1.82
29. C -0.24
30. C -0.32
31. C -0.48
32. C -0.96
33. C 1.25
34. C -0.65
35. C 0.32
36. C 0.09
37. C -1.78
38. C -0.61
39. C -1.62
40. C -0.22
41. C -0.68
42. C -0.43
43. C -1.99
44. C 2.23
45. C -0.35
46. C -2.08
47. C -1.31
48. C 0.21
49. C -2.19
50. C -0.08
51. C -0.74
52. C 0.73
53. C -0.67
54. C -2.03
55. C -0.82
56. C -0.59
57. C 2.47
58. C -0.22
59. C -2.31
60. C -0.84
61. C -0.78
62. C -0.38
63. C -1.09
64. C -2.07
65. C -0.11
66. C -0.87
67. C -0.38
68. C 0.68
69. C -1.11
70. C -0.94
71. C -0.60
72. C -0.59
73. C -1.47
74. C -0.81
75. H 0.39
76. H 0.31
77. H 0.70
78. H 0.37
79. H 0.19
80. H 0.55
81. H 0.42
82. H 0.57
83. H 0.19
84. H 0.39
85. H 0.11
86. H 0.57
87. H 0.64
88. H 0.20
89. H 0.38
90. H 0.15
91. H 0.48
92. H 0.22
93. H 0.37
94. H 0.44
95. H 0.32
96. H 0.53
97. H 0.93
98. H 0.30
99. H 0.31



# 2
ORCA calculation (the ωB97M-V functional and the def2-TZVPD basis) on a 2-piece molecular cluster, C3H11NO2 overall at a distorted geometry.

The LUMO energy comes out at 0.591 eV. The structure (SMILES) is NCCCO.O. The calculation puts the HOMO energy at -8.79 eV. The energy above the lowest of the compared OMol25 structures with the same formula, charge and spin comes out at 25.9 kcal/mol.

```
! RIJCOSX wB97M-V def2-TZVPD def2/J DEFGRID3
* xyz 0 1
O 0.921 -1.985 0.265
O -2.674 -0.226 2.961
N -0.897 0.942 -1.353
C 1.546 -0.995 -0.463
C 1.178 0.418 -0.035
C 0.517 1.198 -1.164
H 0.492 0.288 0.807
H 2.145 0.904 0.134
H -1.647 1.610 -1.381
H 0.998 0.887 -2.095
H -2.420 -0.987 3.494
H 1.384 -1.042 -1.554
H 2.617 -1.201 -0.410
H 0.670 2.276 -1.052
H -1.335 0.136 -0.929
H -0.018 -1.779 0.289
H -3.478 -0.443 2.486
*
```

Listed below, in e, are the natural (NBO) charges computed for each atom:
1. O -0.70
2. O -0.94
3. N -0.89
4. C -0.06
5. C -0.45
6. C -0.20
7. H 0.22
8. H 0.22
9. H 0.38
10. H 0.17
11. H 0.47
12. H 0.14
13. H 0.17
14. H 0.19
15. H 0.35
16. H 0.46
17. H 0.47



# 3
ORCA calculation (the ωB97M-V functional and the def2-TZVPD basis) on a 6-piece molecular cluster, C42H51O4P overall at a distorted geometry.

The LUMO energy comes out at -0.672 eV. The structure (SMILES) is C=C[C@@](C)(OC(=O)CCC(=O)O)P(CC)CC.c1ccccc1.c1ccccc1.c1ccccc1.c1ccccc1.c1ccccc1. The calculation puts the HOMO energy at -7.57 eV.

```
! RIJCOSX wB97M-V def2-TZVPD def2/J DEFGRID3
* xyz 0 1
P -4.048 -3.206 -2.300
O -0.193 1.408 1.460
O -0.355 -2.267 -0.660
O -2.541 -1.861 -0.401
O -1.970 1.077 0.200
C 9.110 3.125 8.136
C -1.815 -5.117 -1.022
C -1.114 0.748 1.241
C -1.616 -2.341 -3.657
C 10.479 3.222 7.927
C 3.978 1.438 3.334
C -0.992 -1.839 1.526
C 3.083 2.489 3.177
C 4.493 0.536 -0.326
C 5.372 -0.230 -1.081
C -11.412 -2.412 -4.402
C -2.578 -4.340 -0.182
C 10.107 4.921 6.266
C 3.689 -1.938 -1.313
C -9.920 -0.533 -4.557
C -1.470 -0.460 2.084
C 5.156 1.627 4.045
C -9.049 -2.725 -4.088
C -10.334 -3.247 -4.140
C 4.971 -1.469 -1.571
C 0.919 1.339 -2.390
C 3.366 3.729 3.736
C 10.977 4.117 6.989
C -2.781 -3.396 -3.631
C -3.332 -3.092 -0.580
C -0.332 3.130 -3.390
C 0.763 3.451 -4.182
C -4.553 -2.988 0.373
C -0.246 2.072 -2.494
C 4.546 3.920 4.443
C 8.239 3.926 7.409
C -1.261 -2.030 0.030
C 1.940 2.717 -4.071
C 2.813 -1.168 -0.560
C 3.216 0.059 -0.066
C -5.199 -1.802 -2.678
C -8.842 -1.368 -4.300
C 8.738 4.826 6.478
C 2.018 1.658 -3.174
C -4.927 -0.458 -1.946
C 5.441 2.869 4.596
C -11.205 -1.055 -4.605
H 2.165 2.342 2.620
H -5.077 -1.593 -3.749
H 2.525 0.652 0.524
H 8.058 5.455 5.915
H -5.282 -2.246 0.052
H -1.511 -2.608 2.104
H -3.869 -0.215 -1.850
H 0.969 0.515 -1.690
H 4.767 4.888 4.874
H -2.527 1.804 0.513
H 12.045 4.188 6.822
H 1.808 -1.516 -0.355
H -9.758 0.526 -4.719
H -2.686 -4.665 0.861
H -6.248 -2.068 -2.541
H 5.659 -2.068 -2.156
H 10.495 5.622 5.538
H 2.933 1.084 -3.086
H -0.722 -5.130 -1.008
H -7.838 -0.962 -4.265
H 3.756 0.471 2.900
H -4.231 -2.868 1.411
H -1.089 1.806 -1.870
H 8.722 2.425 8.864
H -5.051 -3.962 0.305
H 3.373 -2.901 -1.698
H -5.434 -0.371 -0.984
H -3.316 -3.301 -4.584
H 5.852 0.807 4.168
H -12.047 -0.403 -4.803
H 0.701 4.272 -4.885
H 2.796 2.971 -4.683
H -1.746 -1.560 -2.913
H -2.370 -4.401 -3.636
H -10.495 -4.305 -3.977
H -2.277 -5.761 -1.776
H 2.666 4.547 3.619
H 7.171 3.848 7.570
H -1.248 3.702 -3.471
H -5.360 0.339 -2.567
H 4.802 1.501 0.057
H -8.207 -3.376 -3.883
H -0.680 -2.871 -3.476
H 0.084 -1.902 1.676
H -2.551 -0.504 2.244
H -0.995 -0.310 3.054
H -12.414 -2.820 -4.446
H 6.369 0.137 -1.289
H -1.535 -1.898 -4.653
H 11.159 2.600 8.495
H 6.363 3.019 5.145
*
```

Listed below, in e, are the Mulliken charges computed for each atom:
1. P -0.27
2. O -0.48
3. O -0.44
4. O 0.20
5. O -0.30
6. C -0.40
7. C -0.92
8. C 0.28
9. C -0.58
10. C -0.35
11. C -0.34
12. C -1.02
13. C -0.24
14. C -0.60
15. C -0.53
16. C -0.39
17. C -0.53
18. C -0.39
19. C -0.64
20. C -0.51
21. C -0.64
22. C -0.64
23. C -0.27
24. C -0.48
25. C -0.35
26. C 0.13
27. C -0.61
28. C -0.36
29. C -0.72
30. C 1.26
31. C -0.49
32. C -0.41
33. C -1.85
34. C -0.28
35. C -0.29
36. C -0.34
37. C 0.20
38. C -0.48
39. C -0.13
40. C -0.42
41. C -0.38
42. C -0.22
43. C -0.35
44. C -0.34
45. C -1.16
46. C -0.19
47. C -0.33
48. H 0.44
49. H 0.59
50. H 0.61
51. H 0.35
52. H 0.28
53. H 0.34
54. H 0.15
55. H 0.23
56. H 0.36
57. H 0.30
58. H 0.36
59. H 0.45
60. H 0.36
61. H 0.41
62. H 0.28
63. H 0.37
64. H 0.36
65. H 0.33
66. H 0.14
67. H 0.37
68. H 0.45
69. H 0.37
70. H 0.21
71. H 0.36
72. H 0.52
73. H 0.42
74. H 0.32
75. H 0.56
76. H 0.37
77. H 0.36
78. H 0.34
79. H 0.37
80. H -0.12
81. H 0.40
82. H 0.36
83. H 0.46
84. H 0.38
85. H 0.42
86. H 0.39
87. H 0.45
88. H 0.45
89. H 0.41
90. H 0.25
91. H 0.45
92. H 0.29
93. H 0.49
94. H 0.35
95. H 0.37
96. H 0.38
97. H 0.35
98. H 0.31



Number 3 is which compound? C42H51O4P